Record 1
A molecular structure, C28H30NO2P2Ru at a distorted geometry, computed with the ωB97M-V functional and the def2-TZVPD basis.

The geometry in XYZ format:
```
64
Properties=species:S:1:pos:R:3:forces:R:3
Ru -0.328 -0.389 0.010 0.9 0.5 0.3
N 0.832 -2.900 1.371 0.1 -0.1 0.2
P -0.705 -2.243 1.528 0.1 0.5 -0.5
C -1.357 -2.772 3.108 0.0 -0.1 0.1
C -0.684 -2.404 4.276 0.0 0.1 0.0
C -1.147 -2.838 5.505 0.0 0.0 0.0
C -2.287 -3.630 5.577 0.0 0.0 0.0
C -2.966 -3.986 4.422 0.0 0.0 0.0
C -2.504 -3.559 3.184 0.0 0.0 0.0
C -1.759 -2.876 0.213 -0.3 -0.4 -0.1
C -1.392 -3.944 -0.610 0.1 0.1 0.1
C -2.178 -4.288 -1.695 -0.1 0.0 0.0
C -3.339 -3.571 -1.971 0.1 -0.1 0.0
C -3.718 -2.518 -1.156 0.0 0.0 0.1
C -2.933 -2.167 -0.063 -0.1 0.0 -0.1
P 1.818 -1.972 0.311 -0.6 -0.3 0.2
C 2.008 -2.975 -1.178 0.1 -0.1 0.0
C 1.491 -2.507 -2.381 0.0 0.0 -0.1
C 1.509 -3.324 -3.508 0.0 0.1 0.0
C 2.036 -4.602 -3.430 0.0 -0.1 0.1
C 2.565 -5.072 -2.228 0.0 0.0 -0.1
C 2.557 -4.261 -1.110 0.0 0.0 0.0
C 3.424 -2.059 1.130 0.1 0.2 -0.2
C 3.531 -2.154 2.515 0.0 0.0 0.0
C 4.785 -2.217 3.107 0.0 0.0 0.0
C 5.930 -2.169 2.326 0.0 0.0 0.0
C 5.827 -2.050 0.946 0.0 0.0 0.0
C 4.579 -1.993 0.348 0.0 0.0 0.0
H 1.064 -3.845 1.659 0.0 0.0 0.0
H 0.198 -1.775 4.226 0.0 0.0 0.0
H -0.624 -2.555 6.409 0.0 0.0 0.0
H -2.647 -3.970 6.540 0.0 0.0 0.0
H -3.854 -4.600 4.480 0.0 0.0 0.0
H -3.034 -3.843 2.285 0.0 0.0 0.0
H -0.479 -4.494 -0.412 0.0 0.0 0.0
H -1.887 -5.114 -2.331 0.0 0.0 0.0
H -3.946 -3.839 -2.825 0.0 0.0 0.0
H -4.622 -1.962 -1.367 0.0 0.0 0.0
H -3.249 -1.349 0.574 0.1 0.0 0.0
H 1.083 -1.505 -2.448 0.0 0.0 0.0
H 1.110 -2.956 -4.443 0.0 0.0 0.0
H 2.049 -5.237 -4.306 0.0 0.0 0.0
H 2.986 -6.067 -2.173 0.0 0.0 0.0
H 2.986 -4.626 -0.183 0.0 0.0 0.0
H 2.643 -2.185 3.133 0.0 0.0 0.0
H 4.867 -2.303 4.183 0.0 0.0 0.0
H 6.905 -2.223 2.792 0.0 0.0 0.0
H 6.718 -2.005 0.334 0.0 0.0 0.0
H 4.507 -1.910 -0.729 0.0 0.0 0.0
C 0.252 1.831 -1.957 -0.1 -0.2 -0.1
O 0.163 0.468 -1.599 0.2 0.2 -0.2
H 1.303 2.108 -2.060 0.0 0.0 0.0
H -0.211 2.474 -1.204 0.0 0.0 0.0
H -0.244 1.985 -2.917 0.0 0.0 0.0
C -3.130 2.319 -0.776 0.2 0.1 0.2
O -2.479 1.124 -0.318 -0.3 -0.2 -0.2
C -1.451 1.183 0.572 -0.3 -0.4 0.2
C -1.792 1.585 1.985 0.1 0.1 0.0
H -3.023 3.120 -0.044 0.0 0.0 0.0
H -4.181 2.083 -0.913 0.0 0.0 0.0
H -2.683 2.625 -1.721 0.0 0.0 0.0
H -2.836 1.900 2.036 0.0 0.0 0.0
H -1.164 2.405 2.338 0.0 0.0 0.0
H -1.656 0.755 2.684 0.0 0.0 0.0
```
Positions in Å, forces in eV/Å.

Computed properties:
**E_LUMO (alpha / beta)**: -2.68 / -4.12 eV
**Total charge**: +1
**<S²>**: 6.02
**Energy relative to the best compared isomer or geometry (same formula, charge and spin)**: 37.5 kcal/mol
**HOMO (alpha / beta)**: -9.51 / -11.53 eV
**Spin multiplicity**: 5

Record 2
3 unconnected molecules or ions with the total composition C26H48N5O6 at a distorted geometry, computed with the ωB97M-V functional and the def2-TZVPD basis.

The geometry in XYZ format:
```
85
Properties=species:S:1:pos:R:3:forces:R:3
C -3.471 -0.045 4.375 0.4 -0.4 0.0
C -2.568 -0.431 3.219 -0.8 0.0 0.4
N -2.587 -1.659 2.882 0.6 0.2 -0.2
C -1.720 0.614 2.531 -0.3 -0.8 0.0
C -2.518 1.471 1.464 0.8 -0.1 2.2
O -3.227 2.374 2.293 -0.8 0.1 -0.7
C -3.364 0.448 0.736 -0.2 1.4 -1.2
O -4.495 0.095 0.973 0.9 -0.1 0.1
N -2.519 0.000 -0.318 -0.9 0.1 1.7
C -1.396 0.948 -0.558 0.6 -1.3 -1.4
C -0.144 0.055 -0.601 0.7 1.0 -0.5
C -0.180 -1.016 -1.713 0.1 -1.1 1.1
C 0.173 -2.397 -1.082 -0.3 0.6 -1.3
C 0.626 -3.441 -2.123 0.4 -0.6 1.4
C 2.164 -3.514 -2.174 -0.6 0.6 -0.4
N 2.745 -2.351 -2.864 0.1 -0.3 0.1
C -1.513 1.456 -2.052 -0.6 0.9 -1.5
O -2.391 0.946 -2.780 0.6 0.1 0.7
O -0.701 2.371 -2.394 -0.2 -0.8 0.8
C -1.489 2.112 0.448 -2.1 1.3 1.9
C -2.179 3.399 -0.046 0.2 -0.3 -0.6
C -3.583 3.202 -0.627 0.0 1.2 0.0
N -3.764 4.202 -1.702 0.1 -0.1 0.4
N -0.350 2.443 1.335 0.9 -2.0 -1.5
C 0.786 2.696 0.809 0.0 0.4 0.3
C 2.010 2.097 1.473 -0.2 1.4 0.9
C 1.084 3.580 -0.371 0.8 -0.4 -0.1
H -3.050 0.754 4.980 -0.1 0.2 -0.1
H -4.468 0.214 4.029 0.0 0.3 -0.2
H -3.566 -0.933 4.997 -0.1 0.0 0.1
H -1.934 -1.731 2.095 -0.1 -0.5 0.0
H -1.350 1.264 3.316 0.1 0.4 -0.2
H -0.856 0.103 2.108 0.0 0.1 -0.2
H -2.588 3.017 2.611 0.2 0.1 0.0
H -2.225 -0.905 0.044 0.2 -0.3 -0.8
H 0.700 0.706 -0.844 0.0 0.1 0.2
H 0.106 -0.419 0.350 -0.3 0.1 0.2
H 0.542 -0.809 -2.494 -0.1 0.3 -0.2
H -1.173 -1.134 -2.135 0.0 0.4 -0.3
H -0.740 -2.723 -0.583 0.1 -0.2 0.3
H 0.982 -2.265 -0.363 -0.1 -0.1 0.3
H 0.288 -4.422 -1.772 -0.1 -0.1 -0.2
H 0.193 -3.276 -3.108 0.0 0.1 -0.1
H 2.562 -3.502 -1.161 0.0 -0.2 0.1
H 2.473 -4.459 -2.624 0.2 0.1 -0.3
H 2.095 -2.039 -3.576 0.2 0.0 -0.3
H 2.769 -1.576 -2.213 0.1 0.1 0.0
H -1.591 3.883 -0.820 0.2 -0.3 -0.1
H -2.173 4.097 0.789 -0.3 0.1 0.1
H -3.762 2.192 -0.998 0.1 -0.1 0.1
H -4.296 3.478 0.146 -0.2 -0.5 0.1
H -4.676 4.067 -2.115 0.1 0.0 -0.3
H -3.044 4.030 -2.396 -0.2 -0.1 -0.3
H 1.688 1.522 2.335 0.0 -0.4 -0.1
H 2.642 2.901 1.867 0.3 -0.1 -0.2
H 2.592 1.520 0.761 0.0 -0.1 -0.1
H 2.031 4.082 -0.150 0.1 0.0 0.1
H 1.269 2.982 -1.264 -0.4 0.2 -0.2
H 0.348 4.352 -0.539 -0.3 -0.2 -0.2
C -0.219 -3.868 5.845 0.1 0.0 -0.2
C 1.246 -3.709 6.238 0.0 0.0 0.1
C 1.445 -2.205 6.092 0.0 0.1 -0.2
O 0.186 -1.598 6.386 0.1 -0.1 0.0
C -0.832 -2.604 6.425 -0.1 0.1 0.1
H -0.682 -4.777 6.225 0.0 0.0 0.0
H -0.316 -3.864 4.757 0.0 0.0 0.0
H 1.387 -4.007 7.280 0.0 0.0 0.0
H 1.933 -4.289 5.623 0.0 0.0 0.0
H 1.723 -1.939 5.067 0.1 0.0 0.0
H 2.204 -1.812 6.771 0.0 0.1 0.0
H -1.122 -2.750 7.472 -0.1 0.0 0.0
H -1.693 -2.260 5.852 0.0 0.1 0.0
C 4.072 0.075 -7.278 -0.1 0.0 -0.1
C 4.038 1.379 -6.488 0.1 0.0 0.1
C 2.885 1.129 -5.526 -0.2 0.0 -0.1
O 2.867 -0.281 -5.276 0.0 0.1 -0.1
C 3.722 -0.945 -6.204 0.1 0.0 0.2
H 5.030 -0.125 -7.757 0.0 0.0 0.0
H 3.300 0.088 -8.051 0.0 0.0 0.0
H 4.971 1.502 -5.933 0.0 0.0 0.0
H 3.890 2.265 -7.105 0.0 0.0 0.0
H 1.925 1.410 -5.971 0.0 0.1 0.0
H 2.995 1.663 -4.583 0.0 -0.1 0.0
H 4.617 -1.279 -5.666 0.0 -0.1 -0.1
H 3.212 -1.823 -6.603 0.0 0.0 0.1
```
Positions in Å, forces in eV/Å.

Computed properties:
**E_LUMO**: 2.43 eV
**Total charge**: -1
**HOMO**: -5.00 eV
**Spin multiplicity**: 1

Record 3
A molecular structure, C8H18ClIN2OPPdS at a distorted geometry, computed with the ωB97M-V functional and the def2-TZVPD basis.

The geometry in XYZ format:
```
34
Properties=species:S:1:pos:R:3:forces:R:3
C 2.524 3.105 -0.995 0.6 1.0 -1.0
I 1.314 2.420 -2.850 1.4 1.3 0.0
H 2.501 2.462 -0.100 -0.1 -0.1 -0.3
H 2.173 4.125 -0.805 -0.1 -0.4 -0.1
H 3.538 3.124 -1.425 -0.4 -0.2 0.2
Pd 0.610 1.319 -0.681 0.1 0.8 1.7
P 1.415 -0.878 -1.016 2.0 -3.5 -0.7
C 1.211 -1.485 -2.728 -0.6 0.5 -0.1
C 3.232 -0.920 -0.818 -0.1 0.7 0.4
H 0.838 -1.945 1.050 0.0 -0.3 -0.2
H 1.312 -3.149 -0.197 -0.1 0.2 -0.1
H -0.305 -2.377 -0.256 0.2 -0.1 0.0
C 0.752 -2.225 -0.005 -0.4 0.5 0.4
H 3.458 -0.753 0.244 0.2 -0.1 -0.4
H 3.606 -1.901 -1.152 -0.2 0.3 0.1
H 1.835 -2.383 -2.861 -0.2 0.2 0.1
H 1.528 -0.709 -3.438 0.0 -0.3 0.1
H 3.681 -0.119 -1.424 0.0 -0.3 0.2
H 0.157 -1.739 -2.909 0.3 0.0 -0.1
C -0.889 0.638 -1.744 -5.2 -2.2 -3.2
O -1.792 0.203 -2.320 3.2 1.4 2.0
Cl 1.474 0.635 1.576 -0.3 0.5 0.0
S -1.436 2.308 0.400 0.5 0.6 0.6
C -2.191 1.072 1.292 -2.6 -2.5 1.8
N -3.527 0.875 1.326 1.5 1.4 -1.0
C -3.941 -0.138 2.281 -0.7 -0.5 0.4
C -2.607 -0.606 2.872 -0.3 -0.1 0.5
N -1.627 0.183 2.136 1.0 1.0 -0.9
H -4.164 1.448 0.790 -0.2 0.0 0.1
H -4.467 -0.953 1.772 0.0 0.3 0.1
H -4.601 0.290 3.047 0.1 -0.1 -0.3
H -2.451 -1.679 2.713 0.2 0.2 0.0
H -2.553 -0.397 3.950 0.3 -0.1 -0.3
H -0.608 0.148 2.273 -0.3 0.1 0.0
```
Positions in Å, forces in eV/Å.

Computed properties:
**E_LUMO (alpha / beta)**: -10.90 / -15.04 eV
**Total charge**: +3
**<S²>**: 6.04
**Energy relative to the best compared isomer or geometry (same formula, charge and spin)**: 20.3 kcal/mol
**HOMO (alpha / beta)**: -18.64 / -19.85 eV
**Spin multiplicity**: 5

Record 4
C17H24N2OS in the gas phase at a distorted geometry, computed with the ωB97M-V functional and the def2-TZVPD basis.

The geometry in XYZ format:
```
45
Properties=species:S:1:pos:R:3:forces:R:3
C -0.858 4.510 0.152 0.4 -0.6 0.1
N -0.386 3.268 0.801 -0.9 0.0 -0.1
C -0.374 3.343 2.293 -0.4 -0.7 -0.8
C 0.850 2.719 0.187 -1.2 -0.7 0.9
C 1.043 1.234 0.594 0.2 0.7 -1.3
C -0.003 0.243 0.017 1.5 -0.3 -0.2
C 0.296 -1.142 0.605 -1.4 -0.1 0.6
C -0.542 -1.675 1.553 1.0 0.6 -1.2
C -0.212 -3.009 1.915 -0.4 -0.6 0.4
C -0.852 -3.858 2.825 0.0 -1.1 0.1
C -0.447 -5.196 2.948 0.3 0.7 -0.4
C 0.645 -5.662 2.199 0.4 0.3 -0.5
C 1.308 -4.798 1.289 -0.1 -1.5 0.6
C 0.855 -3.507 1.163 0.6 0.5 -0.2
S 1.569 -2.273 0.116 -1.1 0.2 0.6
N -0.090 0.185 -1.450 -0.8 -0.6 0.0
C -1.193 0.994 -1.993 1.7 0.7 -1.4
C -1.397 0.658 -3.478 1.3 0.2 0.1
O -0.164 0.679 -4.221 0.5 -0.5 0.2
C 0.787 -0.301 -3.735 -1.6 0.1 0.7
C 1.128 0.055 -2.291 -0.8 1.2 0.1
H -1.007 4.326 -0.929 0.3 0.1 0.5
H -1.834 4.839 0.539 0.4 -0.2 0.1
H -0.118 5.314 0.297 -0.2 0.2 -0.2
H 0.507 3.863 2.683 0.2 0.0 0.1
H -1.267 3.859 2.685 0.3 0.0 -0.5
H -0.449 2.319 2.726 0.4 0.7 -0.3
H 0.849 2.789 -0.911 -0.4 0.2 0.4
H 1.668 3.311 0.555 1.0 0.3 0.1
H 2.058 0.940 0.296 -0.1 -0.1 -0.1
H 1.037 1.153 1.658 -0.1 -0.1 0.9
H -0.992 0.546 0.394 0.3 -0.2 -0.2
H -1.437 -1.178 1.876 -0.1 0.3 0.2
H -1.692 -3.547 3.438 0.1 0.3 -0.2
H -1.000 -5.880 3.593 0.3 0.3 -0.1
H 0.978 -6.703 2.344 -0.1 0.6 -0.3
H 2.140 -5.135 0.657 -0.3 0.0 0.5
H -2.121 0.868 -1.467 -0.3 -0.4 0.5
H -0.946 2.080 -1.954 -0.2 -0.3 0.1
H -2.023 1.378 -3.976 -0.3 0.3 0.0
H -1.809 -0.314 -3.611 -0.6 -1.0 0.1
H 1.684 -0.275 -4.355 -0.2 0.2 -0.1
H 0.341 -1.338 -3.767 0.3 0.9 -0.1
H 1.660 1.026 -2.302 0.1 -0.3 -0.1
H 1.810 -0.709 -1.958 0.1 -0.3 0.7
```
Positions in Å, forces in eV/Å.

Computed properties:
**E_LUMO**: 0.76 eV
**Energy relative to the best compared isomer or geometry (same formula, charge and spin)**: 48.4 kcal/mol
**HOMO**: -8.05 eV
**Spin multiplicity**: 1

Record 5
C24H32N2O2 in the gas phase, computed with the ωB97M-V functional and the def2-TZVPD basis.

The geometry in XYZ format:
```
60
Properties=species:S:1:pos:R:3:forces:R:3
C 4.906 0.160 0.916 0.0 0.1 0.0
C 3.742 1.038 0.565 0.0 0.0 0.0
C 3.703 1.714 -0.650 0.0 0.0 0.1
C 2.662 2.571 -0.953 -0.1 0.0 0.1
C 1.635 2.782 -0.041 -0.2 0.0 0.0
C 0.567 3.812 -0.324 0.2 0.2 -0.2
O -0.594 3.666 0.461 -0.1 0.0 0.1
C -1.514 2.712 0.145 -0.3 -0.2 0.1
C -2.569 2.582 1.049 0.3 0.1 0.0
C -3.578 1.672 0.823 0.1 0.0 -0.2
C -3.580 0.873 -0.316 -0.1 0.0 0.0
C -4.683 -0.132 -0.557 0.0 -0.1 -0.1
N -4.295 -1.530 -0.578 0.0 -0.1 -0.3
C -3.768 -2.082 0.654 0.3 -0.1 0.1
C -2.273 -1.847 0.929 -0.1 -0.1 -0.2
C -1.399 -2.635 -0.049 -0.2 -0.1 0.3
N 0.009 -2.308 0.064 -0.3 0.0 0.0
C 0.460 -1.103 -0.596 0.2 0.1 -0.4
C 1.203 -1.391 -1.904 0.1 0.2 0.2
C 2.668 -1.752 -1.678 -0.2 -0.3 -0.2
C 2.869 -3.002 -0.825 0.1 0.3 0.0
C 2.322 -2.871 0.601 0.0 -0.3 0.0
C 0.840 -3.190 0.664 0.3 0.2 0.1
O 0.429 -4.202 1.202 0.0 -0.4 0.2
C -2.531 1.013 -1.214 -0.2 0.1 0.2
C -1.496 1.907 -0.988 0.2 0.2 0.0
C 1.655 2.090 1.161 -0.1 0.1 0.0
C 2.693 1.225 1.456 0.1 0.0 0.0
H 5.695 0.763 1.367 0.1 0.0 0.0
H 5.318 -0.319 0.030 0.1 -0.1 0.0
H 4.620 -0.606 1.632 0.0 -0.1 0.0
H 4.502 1.573 -1.363 0.1 0.0 -0.1
H 2.655 3.096 -1.898 0.0 0.1 -0.1
H 0.326 3.842 -1.394 0.0 0.0 0.1
H 0.956 4.800 -0.045 -0.1 -0.2 -0.1
H -2.572 3.212 1.924 0.0 0.1 0.1
H -4.382 1.581 1.539 -0.1 0.0 0.1
H -5.154 0.076 -1.524 -0.1 0.0 0.1
H -5.447 -0.020 0.219 0.0 0.1 -0.1
H -3.661 -1.713 -1.348 -0.1 0.0 0.0
H -3.947 -3.163 0.624 0.0 0.0 0.2
H -4.356 -1.668 1.476 0.0 -0.1 0.0
H -2.048 -0.781 0.860 0.1 0.0 0.1
H -2.043 -2.175 1.943 0.1 0.0 0.1
H -1.710 -2.446 -1.082 0.0 0.0 0.0
H -1.499 -3.703 0.158 0.0 0.1 -0.1
H -0.425 -0.500 -0.802 0.1 -0.1 0.1
H 1.101 -0.517 0.070 -0.1 0.1 -0.1
H 0.696 -2.203 -2.429 -0.1 0.0 -0.1
H 1.158 -0.500 -2.535 0.0 0.0 -0.1
H 3.147 -1.908 -2.648 0.1 0.1 0.0
H 3.161 -0.906 -1.197 0.1 0.0 0.0
H 2.400 -3.861 -1.309 0.1 -0.1 0.0
H 3.941 -3.205 -0.768 0.0 -0.1 0.0
H 2.817 -3.599 1.246 -0.1 0.1 0.0
H 2.519 -1.872 0.991 0.0 0.1 0.0
H -2.515 0.412 -2.114 0.0 -0.1 -0.1
H -0.688 1.967 -1.702 0.1 0.0 0.0
H 0.857 2.239 1.873 -0.1 0.0 0.1
H 2.696 0.701 2.402 0.0 -0.1 0.1
```
Positions in Å, forces in eV/Å.

Computed properties:
**E_LUMO**: 0.67 eV
**Energy relative to the best compared isomer or geometry (same formula, charge and spin)**: 36.3 kcal/mol
**HOMO**: -8.39 eV
**Spin multiplicity**: 1

Record 6
2 unconnected molecules or ions with the total composition C4H4F2 at a distorted geometry, computed with the ωB97M-V functional and the def2-TZVPD basis.

The geometry in XYZ format:
```
10
Properties=species:S:1:pos:R:3:forces:R:3
C -0.166 2.825 -1.458 1.2 -3.9 -1.2
C 0.139 1.682 -1.793 -1.4 0.7 0.7
F 0.115 0.396 -2.039 0.2 1.6 0.2
H 0.072 3.815 -1.310 0.0 1.6 0.3
C -0.574 -1.429 1.564 3.2 1.8 -0.6
C 0.422 -1.542 0.654 -1.9 0.0 1.1
F 1.379 -0.627 0.493 0.3 0.2 0.3
H -0.590 -0.668 2.360 0.2 -0.2 -0.8
H -1.335 -2.111 1.600 -1.6 -1.9 -0.1
H 0.537 -2.340 -0.070 -0.2 0.0 0.0
```
Positions in Å, forces in eV/Å.

Computed properties:
**E_LUMO**: 0.82 eV
**Energy relative to the best compared isomer or geometry (same formula, charge and spin)**: 69.8 kcal/mol
**HOMO**: -9.89 eV
**Spin multiplicity**: 1

The electronic energy results, record by record, are as follows: -2067.45691; -1744.69457; -2124.46123; -1245.06863; -1193.74006; -354.38930 Eh.